# 1
ORCA calculation (the ωB97M-V functional and the def2-TZVPD basis) on a molecular structure, C22H39Cl2LaN4O4.

Atoms and positions in Å:
1 O -2.67248 4.44546 0.02597
2 C -3.06756 5.18789 -0.85051
3 C -4.44444 5.24026 -1.36194
4 C -5.43218 4.39682 -0.84956
5 H -5.16494 3.70176 -0.06564
6 C -6.72009 4.46215 -1.34551
7 H -7.48669 3.80955 -0.94984
8 C -7.03338 5.36783 -2.35520
9 H -8.04319 5.41624 -2.74113
10 C -6.05639 6.20951 -2.86911
11 H -6.30333 6.91214 -3.65340
12 C -4.76462 6.14501 -2.37305
13 H -3.99494 6.79759 -2.76777
14 H -2.37237 5.90534 -1.33662
15 C -0.23011 -0.03234 -3.02108
16 C 0.64780 -0.63935 -1.97830
17 H -0.00193 -0.37825 -4.03204
18 H -0.13192 1.05235 -3.00228
19 H -1.27742 -0.24250 -2.81584
20 C 1.73918 -1.37122 -2.22570
21 C 2.32719 -1.74065 -3.55509
22 H 2.31739 -1.73395 -1.37909
23 H 1.70813 -1.43255 -4.39327
24 H 2.48118 -2.82069 -3.63428
25 H 3.31037 -1.28076 -3.68994
26 La 0.15225 -0.28554 -0.04086
27 Cl -1.93017 -1.33599 -0.16070
28 Cl -0.60663 1.86212 -0.40456
29 H -3.31854 1.63394 3.13621
30 H -3.99438 -0.63688 4.08179
31 C -2.70204 1.11176 2.40526
32 C -3.37366 -1.08331 3.30571
33 N -2.30707 -0.18006 2.93441
34 H -1.81713 1.68842 2.17113
35 C -1.05949 -0.62844 2.77647
36 O -0.11318 0.01797 2.31133
37 H -2.95780 -2.01365 3.68266
38 H -0.92448 -1.66175 3.12580
39 H -3.26090 0.97538 1.48106
40 H -3.99435 -1.30754 2.43801
41 H 5.24650 1.14585 1.62775
42 H 4.09589 3.14035 2.90420
43 C 4.60788 1.42234 0.78837
44 C 3.50973 3.28438 1.99577
45 N 3.38779 2.04235 1.26399
46 H 4.35142 0.53570 0.22195
47 C 2.19045 1.50536 1.01713
48 O 2.03702 0.44070 0.39643
49 H 2.52460 3.64761 2.27047
50 H 1.33693 2.07018 1.38800
51 H 5.15486 2.11433 0.14832
52 H 4.00138 4.04161 1.38453
53 C 0.66934 -3.72609 2.39254
54 N 1.67580 -4.25593 1.47945
55 C 2.23512 -5.52274 1.73968
56 C 2.09546 -3.52622 0.41643
57 O 1.44122 -2.46108 0.28454
58 N 3.17835 -3.97234 -0.46646
59 C 3.83475 -5.26479 -0.64588
60 C 3.68487 -3.33460 -1.64073
61 H 0.49454 -4.41145 3.24065
62 H -0.30080 -3.56471 1.86895
63 H 1.03331 -2.76237 2.81274
64 H 1.88655 -6.17226 0.90234
65 H 3.32825 -5.34943 1.85740
66 H 1.87061 -5.97358 2.65996
67 H 3.47272 -5.68165 -1.63607
68 H 4.93917 -5.10735 -0.68404
69 H 3.65895 -6.09351 -0.02727
70 H 2.72742 -3.60525 -2.05018
71 H 4.17605 -2.32933 -1.49903
72 H 4.32817 -3.81013 -2.43542

orbital gap = 5.6 eV
charge = 0
HOMO level = -0.1940 Ha

# 2
ORCA calculation (the ωB97M-V functional and the def2-TZVPD basis) on a molecular structure, C22H39ClN4PmS2Si4.

Atoms and positions in Å:
1 Pm 1.27636 -0.33221 -0.57186
2 N 1.67215 -1.89147 2.86859
3 C 1.65475 -0.53746 2.94660
4 N 1.63619 0.24697 1.89412
5 C 1.58907 1.58505 2.26457
6 C 1.55636 1.79761 3.59932
7 S 1.59036 0.30434 4.45423
8 C 1.63667 2.60719 1.22312
9 C 1.65810 3.94450 1.41361
10 S 1.79439 4.77455 -0.09142
11 C 1.82246 3.24690 -0.90736
12 N 1.70985 2.20932 -0.10910
13 N 1.94302 3.15644 -2.24823
14 H 2.22279 -2.26759 2.10879
15 H 1.84122 -2.38266 3.73323
16 H 1.49624 2.72846 4.13786
17 H 1.61362 4.50064 2.33465
18 H 2.11670 3.98029 -2.79520
19 H 2.17993 2.26989 -2.65267
20 Cl 5.83707 -1.99261 4.19673
21 C 5.30378 -1.54118 2.60836
22 C 5.01078 -2.52245 1.67536
23 C 4.50518 -2.15886 0.43559
24 C 4.30810 -0.81090 0.07978
25 C 3.77575 -0.43611 -1.24169
26 C 4.65491 0.15374 1.04002
27 C 5.14021 -0.20134 2.28460
28 H 5.17783 -3.56387 1.92055
29 H 4.31560 -2.93210 -0.30218
30 H 4.12596 -1.12639 -2.01075
31 H 4.10570 0.57297 -1.50834
32 H 4.56552 1.20478 0.78841
33 H 5.40802 0.55818 3.00859
34 C -4.35555 -0.91771 1.35717
35 Si -2.48559 -0.67575 1.33552
36 C -1.61665 -2.20375 2.06630
37 C -2.00357 0.79637 2.43566
38 Si -1.66570 -0.36547 -0.85989
39 Si -2.32929 1.72212 -1.74451
40 C -4.16906 1.80990 -2.15245
41 C -1.88362 3.13094 -0.54981
42 C -1.31770 1.99160 -3.33977
43 Si -2.29793 -2.14810 -2.27811
44 C -1.42226 -3.68353 -1.57333
45 C -1.54062 -1.79407 -3.98212
46 C -4.13259 -2.52650 -2.48797
47 H -4.73439 -1.10343 2.36497
48 H -4.64100 -1.76448 0.73001
49 H -4.86223 -0.03245 0.96738
50 H -1.59798 -2.16946 3.15831
51 H -0.58116 -2.27850 1.72266
52 H -2.12484 -3.12652 1.77783
53 H -1.93946 0.50149 3.48605
54 H -2.73056 1.60830 2.36419
55 H -1.03392 1.20414 2.14227
56 H -4.77443 1.64299 -1.25927
57 H -4.44057 1.04560 -2.88355
58 H -4.44565 2.78287 -2.56572
59 H -2.65736 3.26587 0.20910
60 H -1.77400 4.08115 -1.07847
61 H -0.94745 2.92353 -0.02539
62 H -1.84975 1.59605 -4.20773
63 H -0.35320 1.47817 -3.29104
64 H -1.12831 3.05084 -3.52722
65 H -0.37334 -3.46933 -1.34104
66 H -1.43943 -4.51917 -2.27678
67 H -1.90027 -4.02087 -0.65104
68 H -0.49095 -1.49784 -3.89827
69 H -2.07178 -0.98466 -4.48773
70 H -1.58711 -2.67235 -4.63011
71 H -4.59762 -2.79583 -1.53789
72 H -4.27580 -3.36098 -3.17819
73 H -4.67193 -1.66582 -2.88788

orbital gap (spin up / spin down) = 5.9 / 6.5 eV
spin multiplicity = 5
charge = +1
expectation value of S² = 6.18
HOMO level (spin up / spin down) = -0.3601 / -0.3539 Ha

# 3
ORCA calculation (the ωB97M-V functional and the def2-TZVPD basis) on a molecular structure, C22H39CrN7OSSe2.

Atoms and positions in Å:
1 Cr -1.14992 -2.04292 -0.79082
2 C -2.52850 -3.02514 4.39863
3 N -2.25007 -2.07309 3.31582
4 C -2.38405 -0.66398 3.68991
5 C -1.90750 -2.47014 2.09727
6 N -1.55390 -1.67949 1.10957
7 N -1.93629 -3.84547 1.88761
8 C -1.39366 -4.52500 0.83844
9 N -1.29191 -5.84224 0.98906
10 N -1.01001 -3.91349 -0.27228
11 H -2.57325 -2.47901 5.33533
12 H -1.72658 -3.75831 4.50002
13 H -3.49269 -3.52096 4.26212
14 H -3.35091 -0.51779 4.16973
15 H -2.32931 0.00363 2.83649
16 H -1.59911 -0.39906 4.39863
17 H -1.35161 -0.73376 1.43391
18 H -2.28710 -4.40760 2.64735
19 H -1.59163 -6.32412 1.82292
20 H -0.92072 -6.42220 0.25304
21 H -0.60307 -4.57596 -0.92058
22 C -1.23925 -4.56974 -3.52617
23 Se -0.74815 -2.69879 -3.27909
24 C -2.09610 -1.89938 -4.49685
25 C -1.48767 -0.79809 -5.33573
26 Se -1.04197 0.80980 -4.28695
27 C -2.50739 1.95251 -4.87578
28 H -2.17141 -4.79664 -3.01692
29 H -0.42484 -5.18880 -3.15525
30 H -1.33699 -4.74196 -4.59420
31 H -2.94061 -1.54653 -3.90925
32 H -2.42512 -2.72660 -5.12649
33 H -2.19557 -0.47930 -6.09972
34 H -0.57342 -1.12540 -5.82614
35 H -2.42001 2.08996 -5.94942
36 H -2.39535 2.91089 -4.37653
37 H -3.46010 1.49999 -4.61802
38 O 0.00575 0.76138 1.32646
39 S 1.32710 1.07439 2.04366
40 C 1.21339 2.85408 2.50232
41 C 0.73544 3.71285 1.37584
42 C 1.62956 4.53490 0.69311
43 C 1.20251 5.29579 -0.38457
44 C -0.12138 5.23629 -0.79604
45 C -1.02888 4.45156 -0.09545
46 C -0.60497 3.69802 0.98857
47 C 2.53085 1.19119 0.67260
48 C 3.92642 1.46769 1.14712
49 C 4.63079 2.55308 0.63402
50 C 5.94709 2.77045 1.01037
51 C 6.56120 1.91378 1.91266
52 C 5.85876 0.83688 2.43948
53 C 4.54643 0.61338 2.05940
54 H 2.21722 3.11898 2.83843
55 H 0.53066 2.86055 3.35282
56 H 2.65699 4.60576 1.03048
57 H 1.89911 5.94972 -0.89208
58 H -0.45033 5.82264 -1.64365
59 H -2.07523 4.45847 -0.37462
60 H -1.31838 3.11927 1.56143
61 H 2.15798 1.96216 -0.00470
62 H 2.46807 0.20798 0.19420
63 H 4.15050 3.21480 -0.07740
64 H 6.49487 3.60478 0.59370
65 H 7.59080 2.08087 2.19797
66 H 6.34303 0.16978 3.13971
67 H 3.99944 -0.22910 2.46979
68 N -0.39016 -0.21655 -1.06254
69 N -1.76469 -0.18489 -1.34519
70 H -0.15707 0.31697 -0.15455
71 H 0.17733 0.12882 -1.83907
72 H -1.92128 0.13108 -2.32770
73 H -2.27319 0.43635 -0.71626

orbital gap (spin up / spin down) = 4.4 / 4.9 eV
spin multiplicity = 2
charge = +3
expectation value of S² = 0.77
HOMO level (spin up / spin down) = -0.5619 / -0.5619 Ha

| no. | total energy (eV) |
| --- | --- |
| 1 | -63495.067 |
| 2 | -111661.932 |
| 3 | -205849.003 |